Record 1
ORCA calculation (ωB97M-V/def2-TZVPD) on a cluster of 3 separate species, C33H67BN3O6 in total at a distorted geometry.

Structure (XYZ):
```
110
Properties=species:S:1:pos:R:3
C 5.6097 2.7985 -2.9154
C 5.1412 2.1831 -4.2531
C 4.8014 3.1980 -5.3497
C 3.3573 3.7323 -5.3791
C 2.6773 3.9362 -4.0242
C 1.7959 2.7736 -3.5791
C 1.1235 3.0431 -2.2337
C -0.0165 2.0461 -2.0172
C -0.3991 1.8663 -0.5346
C 0.2322 0.6624 0.0951
C 1.0930 0.8521 1.1732
N 1.7185 -0.1759 1.7847
B 2.6280 0.1806 2.9773
O 3.8921 0.5790 2.7891
O 2.1122 0.1562 4.2246
C 1.5431 -1.4502 1.3868
C 2.2581 -2.5356 2.1296
O 3.6274 -2.2749 2.0911
C 4.3858 -3.2603 2.8098
C 5.6206 -2.6423 3.4473
C 5.9210 -3.2335 4.8383
C 0.6808 -1.6967 0.3136
O 0.4476 -2.9554 -0.1637
C 0.0053 -0.6531 -0.3407
C -0.9439 -0.9731 -1.4429
C -0.2637 -1.5628 -2.6900
O -0.9391 -0.9931 -3.8212
C -0.2745 -1.1801 -4.9893
O 0.0132 -2.2389 -5.4068
H 5.8797 3.8360 -3.0879
H 4.7749 2.8227 -2.2171
H 6.4328 2.2451 -2.4834
H 5.9841 1.6043 -4.6277
H 4.3435 1.4641 -4.0920
H 5.5259 4.0067 -5.3117
H 4.9671 2.6911 -6.2986
H 2.7616 3.0818 -6.0157
H 3.3810 4.6973 -5.8808
H 1.9974 4.7830 -4.1286
H 3.3803 4.2204 -3.2460
H 1.0450 2.6338 -4.3590
H 2.3680 1.8481 -3.5119
H 1.8883 2.9125 -1.4679
H 0.7396 4.0599 -2.2476
H 0.3255 1.1002 -2.4276
H -0.8747 2.3566 -2.6047
H -1.4805 1.7545 -0.4503
H -0.1233 2.7619 0.0136
H 1.2714 1.8455 1.5542
H 4.1154 0.7160 1.8628
H 1.3037 -0.3669 4.2654
H 2.0256 -3.4913 1.6607
H 1.8631 -2.5909 3.1533
H 3.7809 -3.7374 3.5794
H 4.6967 -4.0201 2.0948
H 6.4879 -2.8500 2.8295
H 5.5351 -1.5633 3.5301
H 5.3680 -4.1572 4.9982
H 6.9671 -3.4980 4.9359
H 5.6656 -2.5471 5.6383
H 0.1949 -3.5509 0.5545
H -1.6619 -1.7061 -1.0780
H -1.5312 -0.1147 -1.7362
H 0.7955 -1.3116 -2.7075
H -0.4103 -2.6345 -2.7175
H -0.0134 -0.2638 -5.5236
C 0.0052 -6.2568 4.3783
C -0.8132 -4.9814 4.2468
N -1.6045 -4.9310 3.0294
C -2.1547 -3.6181 2.7568
C -3.1763 -3.0217 3.7310
C -2.5051 -6.0563 2.8156
C -3.5550 -6.3483 3.8934
H 0.6292 -6.4141 3.4969
H 0.6575 -6.1873 5.2493
H -0.6244 -7.1352 4.5153
H -0.1204 -4.1318 4.2283
H -1.4255 -4.8591 5.1523
H -2.5919 -3.6288 1.7531
H -1.2986 -2.9263 2.6961
H -4.1522 -3.4922 3.6322
H -3.3120 -1.9594 3.5152
H -2.8528 -3.1049 4.7683
H -1.8952 -6.9520 2.6810
H -3.0038 -5.9146 1.8540
H -3.1350 -6.3115 4.8992
H -3.9562 -7.3518 3.7466
H -4.3964 -5.6590 3.8481
C -3.8526 2.4850 -2.4098
C -3.9830 3.4083 -1.2066
N -4.6242 4.6648 -1.5229
C -4.4968 5.6589 -0.4704
C -5.1668 5.3748 0.8795
C -5.9328 4.5627 -2.1494
C -7.0329 3.8004 -1.3994
H -3.3482 2.9897 -3.2353
H -3.2637 1.6049 -2.1373
H -4.8190 2.1270 -2.7634
H -2.9765 3.6350 -0.8376
H -4.4940 2.8607 -0.3964
H -4.8634 6.6135 -0.8546
H -3.4263 5.8104 -0.2942
H -6.2481 5.4908 0.8319
H -4.8026 6.0864 1.6229
H -4.9419 4.3735 1.2493
H -5.8022 4.0950 -3.1284
H -6.2814 5.5731 -2.3714
H -6.6734 2.8555 -0.9884
H -7.8470 3.5658 -2.0871
H -7.4601 4.3860 -0.5874
```

Properties
HOMO-LUMO gap	0.224	Ha
spin multiplicity	1
total charge	+1


Record 2
ORCA calculation (ωB97M-V/def2-TZVPD) on a cluster of 3 separate species, C3H11N3O in total at a distorted geometry.

Structure (XYZ):
```
18
Properties=species:S:1:pos:R:3
C 0.7513 1.2682 0.6125
C 0.1711 -0.5977 -0.4146
C -0.7399 0.4349 -0.6917
N 0.4335 0.9283 1.9478
N -0.0184 -1.5591 0.5326
N -1.5866 -0.8879 -1.9448
O 2.1238 1.3164 0.2543
H 2.5344 0.4866 0.5262
H 0.3719 2.2599 0.3768
H 1.0230 -0.7318 -1.0679
H 0.8361 1.5512 2.6400
H 0.6367 -0.0379 2.1790
H 0.4158 -2.4511 0.3534
H -0.9580 -1.6420 0.8963
H -1.4873 -0.6578 -2.9318
H -2.4272 -1.4334 -1.7562
H -1.5749 0.6217 -0.0342
H -0.5054 1.1315 -1.4779
```

Properties
HOMO-LUMO gap	0.283	Ha
spin multiplicity	1
total charge	0


Record 3
ORCA calculation (ωB97M-V/def2-TZVPD) on a structure of composition C9H9BrN3NaO2S.

Structure (XYZ):
```
26
Properties=species:S:1:pos:R:3
Na 0.1499 -0.1012 -0.2583
S 0.0898 -0.2751 2.4378
C -1.1022 -1.5053 2.5537
N -2.4232 -1.3069 2.5615
C -3.1897 -2.5340 2.7549
C -2.0741 -3.6071 2.8569
N -0.8615 -2.8116 2.6898
H -2.7809 -0.3683 2.5326
H -3.8561 -2.7176 1.9144
H -3.7826 -2.4840 3.6667
H -2.1604 -4.3594 2.0755
H -2.0839 -4.1055 3.8249
H 0.0875 -3.1312 2.7722
Br 1.5364 4.5664 0.9111
C 1.3826 4.0679 -0.9007
C 1.6583 4.9962 -1.8892
N 1.5718 4.7135 -3.1881
C 1.2009 3.4768 -3.5188
C 0.9009 2.4702 -2.6027
C 0.9990 2.7878 -1.2606
C 0.4853 1.0885 -3.1229
O 0.4291 0.9523 -4.3376
O 0.2226 0.2241 -2.2239
H 1.9585 6.0014 -1.6147
H 1.1265 3.2242 -4.5692
H 0.7862 2.0772 -0.4723
```

Properties
HOMO-LUMO gap	0.295	Ha
spin multiplicity	1
total charge	0


Record 4
ORCA calculation (ωB97M-V/def2-TZVPD) on a structure of composition C16H11BrNO3PdS2Te.

Structure (XYZ):
```
36
Properties=species:S:1:pos:R:3
Pd 0.2445 -0.3102 -0.0588
O 3.4600 0.3320 0.8643
C 2.8928 0.6700 -0.1743
O 2.2526 -0.1328 -0.9444
C 2.8490 2.1371 -0.5292
C 4.0379 2.8391 -0.5360
C 4.0612 4.1837 -0.8907
C 2.8815 4.8446 -1.2214
C 1.6837 4.1713 -1.1801
C 1.6346 2.8039 -0.8330
S 0.0835 2.0846 -0.7195
H 4.9506 2.3256 -0.2672
H 5.0036 4.7140 -0.9040
H 2.9041 5.8898 -1.4976
H 0.7545 4.6802 -1.4000
O -5.7247 -0.0524 1.8796
C -4.4918 -0.1672 1.4007
C -4.1945 -0.4887 0.0743
C -2.8747 -0.5775 -0.3044
N -1.8553 -0.3693 0.5351
C -2.1511 -0.0613 1.7987
Br -0.6725 0.2325 2.9479
C -3.4303 0.0484 2.2822
H -6.3974 -0.2115 1.2062
H -4.9802 -0.6622 -0.6490
H -2.6008 -0.8207 -1.3227
H -3.6222 0.2972 3.3157
Te 2.2656 -1.9227 1.0465
C 1.0944 -3.3201 0.0707
C 0.8177 -4.6205 0.4361
C -0.1101 -5.2365 -0.4196
C -0.5487 -4.4103 -1.4186
S 0.2027 -2.8828 -1.3587
H 1.2685 -5.1075 1.2884
H -0.4375 -6.2602 -0.3134
H -1.2512 -4.6399 -2.2040
```

Properties
HOMO-LUMO gap (alpha / beta)	0.324 / 0.230	Ha
spin multiplicity	5
total charge	+1


Record 5
ORCA calculation (ωB97M-V/def2-TZVPD) on a cluster of 13 separate species, C36H73N5O8S8 in total at a distorted geometry.

Structure (XYZ):
```
130
Properties=species:S:1:pos:R:3
C 2.4418 0.3804 -2.9359
S 1.6701 -0.5956 -4.2518
O 0.5952 0.3080 -4.7880
C 3.0045 -0.4535 -5.4850
H 2.0628 0.0151 -1.9792
H 2.1677 1.4262 -3.0398
H 3.5136 0.1856 -2.8785
H 3.8526 -1.0349 -5.1102
H 3.3451 0.5807 -5.4872
H 2.6546 -0.8299 -6.4389
C 4.8720 -2.7609 -1.9800
S 4.5996 -1.7125 -0.5192
O 3.1215 -1.7644 -0.2668
C 5.3739 -2.8415 0.6864
H 4.5240 -2.1613 -2.8179
H 4.2600 -3.6542 -1.8627
H 5.9172 -3.0485 -2.0666
H 5.3765 -2.3075 1.6336
H 6.4037 -2.9361 0.3388
H 4.8527 -3.7933 0.7296
C -2.0554 -0.9845 -3.9701
S -2.3398 -2.6371 -4.6392
O -3.5159 -2.5780 -5.5677
C -0.8864 -2.6163 -5.6988
H -2.0665 -0.3313 -4.8443
H -1.1004 -0.9248 -3.4562
H -2.8724 -0.6753 -3.3189
H -0.9089 -1.7300 -6.3351
H -0.9672 -3.4933 -6.3340
H -0.0423 -2.5509 -5.0141
C -1.4682 4.2406 1.3178
S -2.8318 4.3761 2.4755
O -2.6994 5.6702 3.2118
C -4.1197 4.6611 1.2255
H -1.7655 3.5762 0.5083
H -0.5929 3.8877 1.8596
H -1.2739 5.2309 0.9040
H -5.1158 4.7583 1.6423
H -4.0364 3.8923 0.4557
H -3.8082 5.5970 0.7556
C -0.7550 2.1334 -3.4809
S -0.6039 3.7667 -2.7119
O -1.7633 3.8348 -1.7583
C 0.8368 3.3455 -1.7159
H -0.8447 1.3518 -2.7252
H 0.0966 1.9652 -4.1390
H -1.6904 2.1749 -4.0365
H 1.6627 3.1136 -2.4011
H 0.6536 2.4289 -1.1515
H 1.2141 4.1290 -1.0615
C 1.1419 -3.8979 -1.2806
S -0.0936 -4.5986 -2.3691
O 0.5818 -4.6752 -3.7069
C 0.0003 -6.2685 -1.6748
H 0.7520 -3.8401 -0.2605
H 1.4173 -2.8831 -1.5702
H 2.0834 -4.4501 -1.2866
H -0.6469 -6.9164 -2.2696
H -0.2547 -6.3428 -0.6218
H 0.9978 -6.6369 -1.9267
C -5.4961 -2.7670 -3.0029
S -5.4667 -1.9295 -1.4060
O -4.2981 -0.9832 -1.4997
C -6.9614 -0.9496 -1.5717
H -6.3999 -3.3727 -3.0961
H -4.6395 -3.4334 -3.0568
H -5.4670 -2.0212 -3.7947
H -7.8068 -1.6190 -1.4181
H -7.0030 -0.4232 -2.5254
H -6.9753 -0.1953 -0.7853
C -4.7934 0.4865 1.5366
S -6.3596 1.3745 1.7979
O -7.4079 0.3339 2.0765
C -5.8964 2.0422 3.4003
H -4.5291 0.3468 0.4909
H -4.8944 -0.4826 2.0272
H -3.9986 1.0341 2.0462
H -5.1068 2.7917 3.3576
H -5.5340 1.2139 4.0108
H -6.7858 2.4804 3.8485
N 4.8477 3.5714 -0.1554
C 3.7724 2.7935 0.1866
C 3.9869 1.5472 -0.3465
C 5.2980 1.5265 -0.8545
C 5.8236 2.7934 -0.7290
H 4.9032 4.5417 0.0962
H 2.9216 3.1841 0.7154
H 3.2949 0.7322 -0.2038
H 5.8569 0.6871 -1.2271
H 6.7935 3.2089 -0.9382
N 0.4654 1.2100 5.7414
C -0.6374 0.7545 5.0696
C -1.6936 0.7370 5.9468
C -1.2239 1.2414 7.1846
C 0.0876 1.5995 7.0003
H 1.3930 1.2665 5.3541
H -0.5747 0.4234 4.0462
H -2.6994 0.4446 5.6934
H -1.8343 1.4389 8.0499
H 0.8636 1.9124 7.6804
N 2.6524 2.8413 3.7027
C 3.3764 2.7102 4.8715
C 3.7924 1.4003 4.9314
C 3.2842 0.7253 3.7871
C 2.4654 1.6257 3.1314
H 2.2083 3.7066 3.4515
H 3.6925 3.6004 5.3871
H 4.5388 0.9922 5.5932
H 3.4527 -0.2928 3.4833
H 1.8447 1.5133 2.2562
N 1.6608 -2.7794 2.1350
C 1.3050 -1.9569 3.1676
C 1.1115 -2.7392 4.2727
C 1.3129 -4.0870 3.8916
C 1.5964 -4.0881 2.5415
H 1.7642 -2.4888 1.1743
H 1.1679 -0.9154 2.9398
H 0.7941 -2.4324 5.2566
H 1.3384 -4.9290 4.5627
H 1.8769 -4.8509 1.8328
N -1.5594 -0.0009 -1.1275
C -0.3179 -0.4297 -1.4400
C 0.6021 0.3758 -0.7920
C -0.1598 1.3405 -0.0904
C -1.4942 1.0733 -0.2835
H -2.4148 -0.4020 -1.4964
H -0.1581 -1.2795 -2.0797
H 1.6781 0.3307 -0.8243
H 0.2069 2.1738 0.4922
H -2.3725 1.6154 0.0158
```

Properties
HOMO-LUMO gap	0.285	Ha
spin multiplicity	1
total charge	0


Record 6
ORCA calculation (ωB97M-V/def2-TZVPD) on a structure of composition C58H60AsBiN4Si3.

Structure (XYZ):
```
127
Properties=species:S:1:pos:R:3
Bi 0.4446 0.0469 0.9902
C 2.1674 -3.0043 -6.1736
C 2.5111 -3.6072 -4.9711
C 2.2043 -2.9861 -3.7705
C 1.5517 -1.7529 -3.7500
C 1.2310 -1.1481 -4.9603
C 1.5290 -1.7739 -6.1630
C 1.2067 -1.1610 -2.4229
C 0.1950 -1.7628 -1.7081
C -0.7391 -2.7076 -2.2945
C -1.6494 -3.0303 -1.3618
C -1.2927 -2.3508 -0.1207
N -0.1754 -1.5538 -0.3915
C -1.9708 -2.5220 1.0480
C -1.5115 -2.0450 2.4291
C -1.4488 -3.2809 3.2976
C -0.1818 -3.5295 3.6208
C 0.6523 -2.4532 3.0929
C 2.0079 -2.3310 3.3278
C 2.7748 -3.4410 3.9633
C 3.8048 -4.0270 3.2181
C 4.5774 -5.0493 3.7411
C 4.3414 -5.5065 5.0310
C 3.3196 -4.9422 5.7773
C 2.5388 -3.9223 5.2479
C 2.7740 -1.2049 2.9141
N 2.4136 -0.2789 1.9905
C 3.4597 0.6249 1.8545
C 3.6466 1.4643 0.7578
C 4.7950 2.4116 0.7665
C 4.5826 3.7678 0.9859
C 5.6482 4.6569 0.9797
C 6.9367 4.1985 0.7509
C 7.1559 2.8466 0.5255
C 6.0907 1.9596 0.5307
C 3.0193 1.2246 -0.4782
C 3.6215 1.4639 -1.7432
C 3.0355 0.5997 -2.6355
C 2.0276 -0.1136 -1.9272
N 2.0034 0.3089 -0.6435
C 4.4550 0.2982 2.8175
C 4.0595 -0.8540 3.4358
N -0.1287 -1.5781 2.4210
C -3.1670 -3.4186 1.0224
C -4.4545 -2.8878 1.0764
C -5.5674 -3.7174 1.0398
C -5.4124 -5.0908 0.9422
C -4.1354 -5.6318 0.8784
C -3.0251 -4.8031 0.9206
H 2.4019 -3.4903 -7.1119
H 3.0114 -4.5676 -4.9726
H 2.4646 -3.4540 -2.8288
H 0.7296 -0.1883 -4.9573
H 1.2487 -1.3038 -7.0977
H -0.6922 -3.0446 -3.3172
H -2.5063 -3.6726 -1.4769
H -2.3239 -3.8537 3.5632
H 0.2037 -4.3619 4.1874
H 3.9913 -3.6584 2.2170
H 5.3603 -5.4915 3.1375
H 4.9615 -6.2865 5.4537
H 3.1320 -5.2919 6.7850
H 1.7540 -3.4762 5.8473
H 3.5759 4.1301 1.1558
H 5.4719 5.7092 1.1632
H 7.7671 4.8928 0.7489
H 8.1606 2.4820 0.3537
H 6.2572 0.9066 0.3369
H 4.4357 2.1498 -1.9148
H 3.2827 0.4633 -3.6761
H 5.3844 0.8291 2.9450
H 4.5908 -1.4157 4.1855
H -4.5921 -1.8137 1.1228
H -6.5615 -3.2897 1.0804
H -6.2825 -5.7337 0.9106
H -4.0032 -6.7031 0.7926
H -2.0310 -5.2319 0.8756
C -2.3384 1.3233 2.9101
C -2.6362 0.2364 2.1807
C -2.4915 -0.9858 3.0280
C -2.0638 -0.4280 4.3502
C -1.9787 0.9071 4.2640
H -2.3675 2.3472 2.5619
H -2.9262 0.1979 1.1382
H -3.4533 -1.5032 3.1306
H -1.8685 -1.0412 5.2179
H -1.7004 1.5843 5.0591
C 0.2804 2.9222 -3.6305
Si -1.5318 2.4725 -3.3646
C -1.9089 0.7750 -4.1068
C -2.5013 3.7913 -4.3374
As -1.8380 2.1735 -1.0344
Si -4.2094 2.0968 -1.1013
C -5.0218 2.4864 0.5684
C -4.6089 0.2892 -1.5470
C -5.1272 3.1971 -2.3448
Si -1.2814 4.3643 -0.3511
C 0.5525 4.2349 0.1151
C -2.2146 4.9090 1.2108
C -1.4192 5.7958 -1.5877
H 0.5867 2.7492 -4.6649
H 0.9263 2.3245 -2.9908
H 0.4648 3.9742 -3.3986
H -1.6425 0.7114 -5.1637
H -2.9716 0.5383 -4.0199
H -1.3546 0.0041 -3.5656
H -1.8501 4.2388 -5.0903
H -2.8551 4.5948 -3.6895
H -3.3688 3.3762 -4.8524
H -4.4792 2.0573 1.4114
H -6.0403 2.0931 0.5881
H -5.0931 3.5649 0.7234
H -3.7966 -0.3847 -1.2587
H -4.7525 0.1791 -2.6236
H -5.5221 -0.0591 -1.0600
H -4.7435 4.2196 -2.3426
H -6.1884 3.2412 -2.0925
H -5.0393 2.8109 -3.3617
H 0.6946 3.5334 0.9425
H 0.9544 5.2040 0.4209
H 1.1492 3.8740 -0.7274
H -1.7114 4.5482 2.1099
H -3.2369 4.5295 1.2255
H -2.2638 5.9973 1.2731
H -0.9056 5.5720 -2.5244
H -0.9626 6.6909 -1.1609
H -2.4589 6.0325 -1.8251
```

Properties
HOMO-LUMO gap	0.193	Ha
spin multiplicity	1
total charge	0


Record 7
ORCA calculation (ωB97M-V/def2-TZVPD) on the molecule C5H9NO2 at a distorted geometry.

Structure (XYZ):
```
17
Properties=species:S:1:pos:R:3
C -1.1824 0.7430 -1.7827
C 1.7169 -1.0812 -0.1294
N -0.2153 -0.1228 1.5823
C -1.2692 -0.3735 0.5375
C -0.5617 0.0571 -0.6106
C 0.8111 0.1091 -0.2632
O -0.5511 0.9949 2.3960
O -2.4274 -0.6214 0.8057
H 0.2808 1.4818 2.4882
H 0.1944 -0.8462 2.1786
H 1.3684 1.0043 -0.5756
H -2.2698 0.7666 -1.6868
H -0.9320 0.2594 -2.7327
H -0.8287 1.7793 -1.8546
H 1.1683 -1.9795 0.1589
H 2.5176 -0.9017 0.5936
H 2.1802 -1.2691 -1.1051
```

Properties
HOMO-LUMO gap (alpha / beta)	0.279 / 0.279	Ha
spin multiplicity	1
total charge	0


Record 8
ORCA calculation (ωB97M-V/def2-TZVPD) on a cluster of 2 separate species, C3H8O3S2 in total at a distorted geometry.

Structure (XYZ):
```
16
Properties=species:S:1:pos:R:3
C -0.6724 -0.0778 -0.2703
C 0.1300 0.2481 -1.4892
O 0.6482 -0.8841 -2.0372
O 0.4003 1.3412 -1.9088
C -1.6129 1.0381 0.1388
S -2.1199 0.9407 1.8742
S -0.3655 0.8627 2.8201
H -1.2653 -0.9947 -0.4365
H -0.0570 -0.4182 0.5715
H 1.2036 -0.6346 -2.7926
H -2.5287 1.0452 -0.4624
H -1.1302 2.0119 0.0221
H -0.2187 -0.4425 3.1214
H 1.9985 -1.3947 -0.3085
H 3.2268 -1.5278 0.6140
O 2.3632 -1.1134 0.5436
```

Properties
HOMO-LUMO gap	0.349	Ha
spin multiplicity	1
total charge	0